Density functional theory data (wB97M-V/def2-TZVPD) for a single C4H11NO molecule.

The geometry in ORCA input format:
```
! RIJCOSX wB97M-V def2-TZVPD def2/J DEFGRID3
* xyz 0 1
O 2.33 -0.49 1.88
N -1.39 0.16 -1.08
C -0.60 -0.49 -0.05
C 1.67 -1.22 0.80
C 0.91 -0.30 -0.16
C -2.02 1.43 -0.67
H 2.43 -1.79 0.27
H -1.30 2.25 -0.56
H 1.26 -0.48 -1.17
H -0.77 0.35 -1.86
H 0.95 -1.83 1.32
H -2.75 1.65 -1.43
H -0.76 -1.57 -0.09
H -2.54 1.29 0.26
H -0.93 -0.15 0.94
H 1.14 0.76 0.01
H 2.38 0.44 1.60
*
```

Its HOMO energy is -0.3253 Eh. For the orbital gap, the calculation gives 9.848 eV.

natural (NBO) atomic charge list, values in e, 8 entries: O -0.727; N -0.620; C -0.211; C -0.064; C -0.443; C -0.413; H 0.173; H 0.166

***

Density functional theory data (wB97M-V/def2-TZVPD) for a molecular structure, C53H61F9InN4O4PSTe.

The geometry in ORCA input format:
```
! RIJCOSX wB97M-V def2-TZVPD def2/J DEFGRID3
* xyz 1 2
Te 2.14 -1.55 -1.39
In 0.58 0.85 1.84
S -1.02 2.98 3.76
P -2.00 -1.20 0.34
F 1.53 4.89 3.90
F 3.22 5.70 1.68
F 3.59 4.26 4.02
F 3.40 2.05 0.58
F 2.57 4.53 -0.03
F 4.69 3.40 1.68
F 1.11 5.40 1.30
F 2.00 2.83 4.37
F 3.76 1.71 2.68
O -1.04 1.62 3.03
O 1.77 -0.60 2.91
O 1.15 2.84 1.85
O -1.11 -0.39 1.25
N 1.78 -0.47 0.67
N -3.43 -1.46 1.12
N -2.35 -0.56 -1.12
N -1.24 -2.62 -0.01
C -3.67 3.66 6.71
C -4.06 2.37 7.08
C -3.17 5.88 1.03
C -4.61 -2.01 0.41
C 5.49 -2.82 2.07
C 3.01 0.19 -2.19
C -3.53 1.28 6.42
C -1.85 -4.90 -0.16
C 4.52 -1.83 2.07
C 3.20 -2.15 1.80
C 5.14 -4.14 1.80
C -0.65 -4.78 0.76
C 0.35 -2.44 -5.40
C -2.26 2.74 5.03
C -2.76 3.85 5.69
C -2.32 0.05 -3.37
C 0.85 -1.72 -4.33
C -3.09 0.72 -1.16
C 2.43 1.46 -2.08
C -5.81 -1.56 1.25
C -0.70 -3.32 1.19
C 4.87 1.13 -3.39
C 1.12 1.76 -1.42
C -2.88 1.24 -2.59
C -1.80 -3.60 -0.96
C 1.39 -4.64 -1.88
C 4.89 -1.33 -3.00
C -2.93 3.65 1.89
C -0.31 -4.58 -6.56
C 4.32 2.40 -3.30
C -2.61 1.45 5.39
C 4.24 0.02 -2.85
C 1.22 -2.40 -3.16
C -1.51 -0.69 -2.32
C 3.82 -4.46 1.54
C -1.46 5.42 2.66
C 1.05 -3.80 -3.08
C -3.85 -0.77 2.34
C -3.57 4.55 1.06
C -5.29 -0.36 2.04
C 2.31 4.81 1.26
C 2.31 3.51 2.11
C 3.57 2.67 1.75
C 3.10 2.54 -2.65
C 0.20 -3.82 -5.36
C -1.89 4.10 2.68
C 2.38 3.88 3.63
C 2.20 -1.05 1.77
C -2.12 6.32 1.83
C 2.85 -3.47 1.54
C 0.99 -0.23 -4.50
C 5.02 3.59 -3.90
C 0.54 -4.48 -4.19
H -6.68 -1.34 0.64
H -2.18 0.60 4.87
H 6.52 -2.57 2.28
H -4.39 4.22 0.43
H 5.11 3.48 -4.98
H 0.68 -5.46 -1.79
H 1.40 -4.10 -0.94
H -3.18 0.04 2.57
H -5.87 -0.17 2.95
H -1.12 -3.71 -1.81
H 0.52 -4.90 -7.19
H 0.43 2.21 -2.14
H -2.47 4.85 5.40
H -6.09 -2.36 1.95
H 4.79 -0.80 2.28
H 5.87 -1.23 -3.48
H -1.80 7.35 1.79
H -0.53 -0.22 -2.17
H -2.77 -3.29 -1.34
H 4.29 -2.00 -3.62
H 1.26 2.49 -0.61
H 0.08 -1.91 -6.31
H -3.82 0.28 6.71
H -3.67 6.58 0.38
H -0.86 -5.48 -6.25
H 6.03 3.68 -3.49
H 5.82 1.00 -3.90
H 3.54 -5.49 1.35
H -1.33 -1.74 -2.57
H -4.77 2.23 7.88
H -3.13 -0.59 -3.73
H -1.71 0.34 -4.23
H -2.69 1.42 -0.42
H 0.26 -2.90 1.48
H -1.38 -3.20 2.04
H -2.77 -4.95 0.43
H 1.81 -3.73 1.34
H 0.41 -5.55 -4.12
H 2.02 0.06 -4.70
H -3.23 2.61 1.93
H 2.38 -5.09 -2.00
H 5.90 -4.91 1.81
H -0.68 -5.45 1.62
H -4.65 -1.60 -0.61
H -4.14 0.55 -0.92
H 0.27 -4.98 0.21
H -0.97 -3.96 -7.17
H -5.30 0.54 1.43
H 0.38 0.11 -5.34
H 2.66 3.53 -2.56
H -3.84 -1.47 3.19
H 0.66 0.31 -3.61
H -3.81 1.61 -3.02
H -1.82 -5.78 -0.80
H -2.17 2.07 -2.59
H 5.04 -1.82 -2.04
H -4.08 4.52 7.23
H -4.55 -3.09 0.33
H 4.49 4.51 -3.69
H 0.64 0.87 -1.00
H -0.62 5.74 3.26
*
```

Its expectation value of S² is 0.756. Its HOMO energy (alpha / beta) is -0.3509 / -0.3868 Eh. For the orbital gap (alpha / beta), the calculation gives 7.817 / 7.051 eV.

Löwdin atomic charge list, values in e, 8 entries: Te 1.804; In 0.886; S 1.134; P 0.584; F 0.146; F 0.185; F 0.189; F 0.165

***

Density functional theory data (wB97M-V/def2-TZVPD) for a molecular structure, C22H22FN6O4S2W.

The geometry in ORCA input format:
```
! RIJCOSX wB97M-V def2-TZVPD def2/J DEFGRID3
* xyz 3 1
W 8.68 10.52 10.36
S 12.63 8.21 9.54
S 6.61 6.71 8.41
F 5.57 13.81 5.46
O 4.52 11.29 6.21
O 9.57 11.93 9.60
O 6.95 11.60 10.18
O 10.37 13.52 8.23
N 5.69 11.49 8.20
N 5.32 8.75 9.48
N 7.79 8.73 9.43
N 7.18 13.24 8.63
N 10.32 9.23 9.97
N 12.13 10.35 11.02
C 7.28 6.38 12.63
C 8.33 6.81 8.14
C 8.23 13.86 9.44
C 5.93 13.22 6.53
C 8.21 7.33 12.89
C 6.56 8.20 9.19
C 11.63 9.42 10.20
C 5.99 6.72 12.19
C 10.31 9.35 13.81
C 6.56 12.09 8.99
C 8.91 9.77 13.31
C 7.90 8.67 12.82
C 8.80 7.89 8.84
C 5.25 11.98 6.87
C 11.32 7.45 8.82
C 10.16 8.17 9.03
C 5.65 8.05 12.21
C 6.62 9.04 12.48
C 6.73 13.87 7.41
C 8.18 10.47 14.49
C 9.50 13.19 8.97
C 9.04 10.80 12.23
H 9.10 6.98 13.23
H 11.63 11.24 11.03
H 5.25 10.59 8.46
H 8.99 5.96 7.88
H 7.58 5.33 12.84
H 6.32 10.12 12.58
H 7.13 14.82 7.12
H 8.72 11.19 15.10
H 9.52 11.76 12.51
H 7.83 9.78 15.30
H 7.31 10.99 14.27
H 5.17 5.99 12.00
H 8.05 13.79 10.51
H 11.50 6.48 8.30
H 5.24 9.20 10.36
H 4.56 8.09 9.31
H 13.15 10.40 11.14
H 10.82 10.26 14.18
H 10.34 8.75 14.69
H 8.18 14.98 9.20
H 4.58 8.36 12.11
H 10.94 8.91 13.01
*
```

Its HOMO energy is -0.6324 Eh. For the orbital gap, the calculation gives 5.905 eV.

natural (NBO) atomic charge list, values in e, 8 entries: W 1.953; S 0.613; S 0.617; F -0.222; O -0.422; O -0.681; O -0.706; O -0.372

***

Density functional theory data (wB97M-V/def2-TZVPD) for 2 unconnected molecules or ions with the total composition C4H12.

The geometry in ORCA input format:
```
! RIJCOSX wB97M-V def2-TZVPD def2/J DEFGRID3
* xyz 0 1
C 0.11 0.77 -1.53
C -0.70 -1.73 1.22
C 1.48 1.50 -1.59
C -0.82 -0.48 2.03
H -1.78 -0.27 2.35
H -0.19 0.55 -2.53
H -1.33 -2.53 1.62
H -0.66 1.23 -1.07
H -0.01 -0.59 2.78
H 0.17 -0.11 -0.98
H 1.62 1.92 -2.56
H 0.32 -2.02 0.95
H 2.28 0.92 -1.51
H 1.43 2.35 -0.98
H -0.65 0.28 1.44
H -1.26 -1.79 0.33
*
```

Its HOMO energy is -0.4143 Eh. For the orbital gap, the calculation gives 12.425 eV.

natural (NBO) atomic charge list, values in e, 8 entries: C -0.606; C -0.620; C -0.603; C -0.601; H 0.206; H 0.200; H 0.207; H 0.201

***

Computed ΔE to the lowest compared entry with this formula, charge and spin (kJ/mol) in order:
146.2, 7.9, 0.0, 144.9